16
Properties=species:S:1:pos:R:3:forces:R:3:lowdin_charge:R:1 method="wB97M-V/def2-TZVPD" orbital_gap_ha=0.368 smiles="CS(=O)(=O)[C@H](N)C(=O)O" homo_energy_ev=-9.63 energy_ev=-23738.3382 charge=0
C 1.34583 0.35130 -0.80090 0.904 1.749 -0.352 -0.58
C -2.04567 0.53081 -1.04348 3.108 -0.226 -0.978 -0.11
C 0.84432 -0.80472 -0.01432 -2.094 -0.983 0.870 -0.24
N 1.33595 -1.14079 1.30225 -0.102 3.042 -1.326 0.06
O 2.12056 1.26123 -0.18298 0.409 -0.107 2.163 0.09
O 1.03065 0.59107 -1.94606 -0.093 -1.000 0.698 0.10
O -0.56037 1.19680 1.02902 0.701 2.327 0.690 -0.33
O -1.69287 -0.86950 1.24428 -1.597 -2.107 0.573 -0.31
S -1.01670 0.01891 0.38851 1.803 -0.127 -1.640 0.65
H -1.66636 1.50509 -1.49959 0.147 -1.875 0.215 0.10
H -2.18560 -0.37173 -1.66363 0.038 0.854 -0.054 0.08
H -2.89632 0.83744 -0.57708 -2.775 0.361 1.479 0.01
H 0.73837 -1.69422 -0.66365 0.027 0.557 0.395 0.15
H 2.20364 1.18363 0.83119 -0.376 -0.357 -2.369 0.16
H 1.04869 -0.50830 2.06525 0.147 -0.718 -0.680 0.10
H 1.39589 -2.08703 1.53117 -0.247 -1.392 0.316 0.07

---

20
Properties=species:S:1:pos:R:3:forces:R:3:lowdin_charge:R:1 method="wB97M-V/def2-TZVPD" orbital_gap_ha=0.279 homo_energy_ev=-8.30 energy_ev=-38119.3877 charge=0
C -1.99562 0.26375 0.26894 -2.979 -1.673 2.428 -0.28
C -1.64550 -0.78032 -0.74436 -1.427 -0.575 -2.599 -0.32
C -0.98839 0.86090 1.22558 1.701 1.641 -2.655 -0.27
C -0.51029 -0.24155 -1.61086 2.967 -2.389 1.643 -0.06
N 4.23013 -0.06350 -0.48991 0.738 0.257 -0.675 -0.67
N 2.22065 -1.38464 0.51909 -0.456 -0.588 -0.076 -0.51
N 2.08228 1.32372 0.09440 0.170 -0.248 -1.198 -0.49
N 0.24806 0.09106 1.50601 -1.322 -1.664 0.311 -0.18
P 3.53325 1.39838 -0.63979 -0.876 -1.007 1.265 0.66
P 3.78214 -1.45783 0.16720 -0.284 0.677 -0.046 0.64
P 1.28699 -0.10685 0.23576 -1.014 1.096 -1.697 0.57
H -2.56146 0.98454 -0.30825 0.275 0.824 0.219 0.10
H -2.76374 -0.10414 1.01462 0.200 -0.322 -1.237 0.12
H -1.53909 -1.80525 -0.41144 0.746 -0.055 0.492 0.09
H -2.63781 -0.94420 -1.40119 1.961 0.589 1.026 0.15
H -0.85949 1.81517 0.62436 1.338 -0.534 1.690 0.13
H -1.30124 1.06546 2.20849 -1.262 0.576 0.829 0.09
H 0.03865 -0.88392 -2.40723 -1.338 1.229 1.438 0.08
H -0.56484 0.80639 -1.77599 0.035 0.745 -0.511 0.03
H -0.05469 -0.83717 1.92456 0.828 1.419 -0.648 0.12

---

17
Properties=species:S:1:pos:R:3:forces:R:3:lowdin_charge:R:1 method="wB97M-V/def2-TZVPD" orbital_gap_ha=0.402 smiles=F[C@@H]1C[C@H]1OC1CC1 homo_energy_ev=-9.83 energy_ev=-11127.4899 charge=0
C -0.52909 1.62012 -0.59873 0.738 1.035 0.738 -0.25
C 0.78902 2.03195 -1.30319 0.567 0.593 1.181 -0.03
C 0.13980 0.65570 -1.46139 -0.840 -1.188 -3.546 -0.33
C -0.11492 -1.09000 0.15633 -0.799 -5.169 -0.877 -0.32
C 0.41144 -2.14445 1.30742 0.638 2.060 -0.229 -0.07
C -0.54216 -0.97334 1.55361 2.048 1.383 1.725 -0.18
H -0.29920 1.08751 0.43795 -1.500 2.595 -1.623 0.16
H 1.57134 2.15741 -0.40751 -1.159 -0.187 -2.928 0.14
H 0.78140 2.70698 -2.30958 -0.029 -1.624 3.010 0.16
H -0.18558 0.28482 -2.57297 0.588 1.327 2.789 0.20
H -0.84203 -1.85905 -0.35772 1.101 2.061 0.324 0.17
H -0.10031 -3.09972 1.15045 0.858 0.183 0.368 0.08
H 1.40886 -2.02696 1.92662 -2.093 -0.556 -1.836 0.13
H 0.00595 -0.22045 2.19470 -0.899 -0.653 -0.778 0.13
H -1.53523 -1.16673 1.87431 -0.865 0.171 -0.047 0.09
O 0.69009 -0.40210 -0.74297 0.795 -0.275 1.198 -0.07
F -1.64938 2.43832 -0.84733 0.851 -1.755 0.529 -0.02

---

70
Properties=species:S:1:pos:R:3:forces:R:3:lowdin_charge:R:1 method="wB97M-V/def2-TZVPD" orbital_gap_ha=0.386 smiles="O=C1O[C@H](F)[C@@H](Br)O1.CC(C)O.CC(C)O.CC(C)O.CC(C)O.CC(C)O" homo_energy_ev=-10.04 energy_ev=-108484.7392 charge=0
O 9.68254 -3.86100 -7.51890 -4.850 -0.043 4.698 0.12
C 8.78251 -3.84252 -6.63583 2.392 0.023 -2.332 -0.35
O 9.00713 -3.54947 -5.22319 -1.244 0.094 -2.038 0.03
C 7.69282 -2.97690 -4.87390 -1.467 -0.378 -1.228 -0.24
F 7.46135 -2.60393 -3.52156 1.193 -1.194 -3.403 0.03
C 6.81220 -4.18048 -5.50976 1.628 -0.481 1.019 -0.59
Br 4.85291 -4.17451 -5.25806 1.677 0.248 -0.607 0.72
O 7.36044 -4.06488 -6.87517 2.325 0.414 1.402 -0.04
H 7.60692 -2.15797 -5.69341 -0.489 -0.328 2.469 0.19
H 7.24798 -5.19781 -5.17484 -1.228 1.681 0.069 0.14
C 2.51335 -0.04233 -3.43243 -0.196 -0.160 -0.213 -0.06
C 3.88276 -0.63344 -3.13855 -0.125 0.684 0.053 -0.50
C 4.56791 0.09949 -1.99601 0.239 -0.133 0.194 -0.06
O 4.69505 -0.55265 -4.30813 0.213 -0.258 -0.222 -0.08
H 2.59656 1.00677 -3.73128 0.023 -0.048 0.232 0.07
H 2.03688 -0.57102 -4.26328 0.051 -0.075 0.121 0.08
H 1.86060 -0.10465 -2.55754 0.020 0.085 -0.064 0.07
H 3.77970 -1.69306 -2.88638 0.171 0.023 -0.201 0.13
H 4.72263 1.15415 -2.24553 -0.202 -0.032 0.002 0.08
H 5.55603 -0.32838 -1.80324 -0.120 -0.056 -0.001 0.08
H 3.97626 0.04138 -1.07840 0.040 0.064 -0.051 0.08
H 4.79249 0.38132 -4.53946 -0.087 -0.182 0.109 0.09
C -0.17789 3.45932 -1.32146 -0.269 -0.157 -0.068 -0.06
C 1.19172 2.86849 -1.02925 -0.101 0.636 0.074 -0.50
C 1.87750 3.59902 0.11410 0.174 -0.146 0.225 -0.06
O 2.00344 2.95185 -2.19998 0.194 -0.135 -0.212 -0.07
H -0.09461 4.51014 -1.61912 0.088 -0.004 0.117 0.08
H -0.65413 2.93199 -2.15284 0.046 -0.027 0.122 0.08
H -0.82992 3.39487 -0.44676 0.061 -0.009 -0.075 0.07
H 1.08879 1.80902 -0.77900 0.078 0.076 -0.168 0.12
H 2.03233 4.65456 -0.13345 -0.139 -0.021 -0.024 0.08
H 2.86573 3.17098 0.30541 -0.115 -0.029 -0.002 0.08
H 1.28640 3.53870 1.03165 0.041 0.011 -0.069 0.08
H 2.10062 3.88624 -2.42990 -0.061 -0.185 0.103 0.09
C -1.20166 -1.46938 0.62154 0.063 -0.109 -0.312 -0.06
C -0.31380 -0.43563 1.29628 -0.560 -0.199 0.391 -0.49
C -0.27056 -0.64144 2.80162 0.186 -0.036 0.161 -0.06
O -0.80764 0.87182 1.01116 0.135 0.272 -0.226 -0.07
H -2.23240 -1.39476 0.98366 0.096 -0.017 0.139 0.07
H -1.23313 -1.30221 -0.45896 0.077 -0.031 0.083 0.08
H -0.83894 -2.48368 0.80825 -0.066 0.053 -0.010 0.08
H 0.69900 -0.49779 0.88694 -0.100 0.216 -0.070 0.13
H -1.26811 -0.53780 3.23822 0.071 -0.043 -0.116 0.05
H 0.36142 0.11538 3.27483 -0.014 -0.088 -0.071 0.08
H 0.12022 -1.63120 3.05394 -0.003 0.052 -0.015 0.08
H -1.70390 0.93665 1.36978 0.208 -0.071 0.018 0.09
C -4.89558 0.06481 5.50600 -0.187 -0.141 -0.294 -0.06
C -3.40384 -0.22764 5.48761 -0.320 0.535 0.479 -0.50
C -2.79201 -0.07609 6.87147 0.290 -0.188 0.077 -0.06
O -2.75678 0.66638 4.58302 0.125 0.007 -0.265 -0.08
H -5.08845 1.09363 5.82848 0.102 -0.060 0.144 0.08
H -5.31922 -0.03670 4.50269 0.028 -0.109 0.146 0.06
H -5.42318 -0.61624 6.17904 0.003 0.078 -0.039 0.08
H -3.23313 -1.24354 5.11952 0.102 0.170 -0.145 0.14
H -2.91120 0.94758 7.24138 -0.143 -0.056 -0.035 0.08
H -1.71749 -0.27794 6.84062 -0.108 -0.052 -0.009 0.08
H -3.25631 -0.76132 7.58553 0.032 0.079 -0.023 0.08
H -2.90209 1.56841 4.90016 0.006 -0.214 -0.028 0.09
C -7.85645 1.16189 1.22063 -0.106 0.268 0.147 -0.07
C -6.52079 0.52573 1.57207 -0.419 -0.356 -0.464 -0.50
C -5.85682 -0.08063 0.34575 0.319 0.016 -0.036 -0.06
O -6.72287 -0.49001 2.55275 0.110 -0.002 0.243 -0.07
H -8.55028 0.41648 0.81827 0.130 0.001 -0.086 0.08
H -8.32769 1.58325 2.11296 0.104 0.008 -0.076 0.08
H -7.73251 1.95777 0.48148 -0.049 -0.066 0.032 0.08
H -5.86036 1.27767 2.01374 -0.044 -0.187 0.152 0.14
H -6.48120 -0.86915 -0.08695 -0.079 0.129 0.006 0.08
H -4.90355 -0.54431 0.61505 -0.059 0.107 -0.003 0.07
H -5.67294 0.67809 -0.41956 -0.016 -0.085 0.018 0.08
H -7.30625 -1.16076 2.17190 0.126 0.163 0.056 0.09

---

82
Properties=species:S:1:pos:R:3:forces:R:3:lowdin_charge:R:1 method="wB97M-V/def2-TZVPD" orbital_gap_ha="0.213 / 0.199" s_squared=0.76 homo_energy_ev="-10.14 / -10.14" energy_ev=-110891.1856 multiplicity=2 charge=+1
Ce -0.32771 -0.81938 -0.17299 0.003 -0.350 -0.146 0.11
C 2.22197 1.40806 -1.30231 0.068 -0.051 0.145 -0.25
P 2.56162 -0.19440 -0.43967 0.184 0.048 -0.388 0.99
C 3.53097 -1.26440 -1.54055 0.043 -0.088 0.091 -0.43
C 3.83126 -2.54757 -1.07492 0.065 0.027 -0.077 -0.11
C 4.53122 -3.44150 -1.87283 -0.032 0.084 0.009 -0.07
C 4.93064 -3.05907 -3.14892 -0.020 0.020 0.020 -0.07
C 4.63774 -1.78561 -3.61599 -0.016 0.005 0.016 -0.06
C 3.93946 -0.88896 -2.81524 0.003 0.013 -0.023 -0.10
C 3.75661 0.33257 0.82348 -0.137 -0.095 0.152 -0.33
C 3.29778 0.64263 2.10061 0.097 0.090 -0.031 -0.09
C 4.17734 1.11593 3.06497 0.009 -0.022 -0.091 -0.07
C 5.51967 1.27484 2.75471 0.029 -0.007 -0.038 -0.06
C 5.98271 0.96569 1.48081 -0.025 -0.004 0.011 -0.06
C 5.10623 0.49479 0.51424 0.010 -0.002 0.067 -0.07
C 1.34984 2.12981 -0.32555 -0.213 -0.092 0.102 -0.39
C 1.44955 3.35482 0.26369 -0.085 0.178 0.192 -0.03
C 0.43830 3.41347 1.28367 0.171 0.166 -0.036 -0.02
C -0.22074 2.21950 1.25868 0.055 -0.162 -0.155 -0.40
C -1.25551 1.59013 2.14055 0.201 -0.095 -0.020 -0.22
P -0.45744 0.02617 2.77091 -0.411 -0.220 -0.125 1.07
C -0.18782 0.25605 4.54957 0.082 0.015 -0.068 -0.36
C -1.23890 0.15230 5.46098 0.002 0.020 0.047 -0.08
C -1.00986 0.39747 6.80538 0.031 -0.001 -0.003 -0.06
C 0.26292 0.74958 7.24448 -0.020 -0.015 -0.039 -0.06
C 1.30999 0.85413 6.34048 -0.051 -0.022 -0.019 -0.06
C 1.08724 0.60279 4.99255 -0.024 0.014 0.007 -0.08
C -1.71516 -1.30788 2.67758 -0.059 -0.002 0.161 -0.42
C -1.33312 -2.54226 3.23612 -0.035 -0.024 0.025 -0.11
C -2.14701 -3.65210 3.13247 -0.014 0.014 -0.020 -0.07
C -3.35554 -3.57153 2.43207 0.024 -0.012 0.000 -0.08
C -3.74248 -2.37114 1.86943 -0.008 0.076 0.004 -0.07
C -2.93296 -1.23638 2.00300 -0.054 -0.042 0.084 -0.14
N 0.31514 1.41762 0.26757 -0.149 -0.774 -0.434 -0.16
H 3.14868 1.94867 -1.48465 0.069 0.042 0.013 0.11
H 1.73221 1.20978 -2.25324 -0.031 -0.025 -0.101 0.06
H 3.53974 -2.83492 -0.06814 0.003 -0.019 -0.007 0.10
H 4.77234 -4.43005 -1.50203 -0.015 0.027 -0.002 0.11
H 5.47340 -3.75380 -3.77750 -0.014 0.021 0.024 0.11
H 4.95138 -1.48782 -4.60892 -0.015 -0.006 0.040 0.11
H 3.70754 0.10004 -3.19259 0.016 -0.038 -0.003 0.11
H 2.24392 0.53042 2.32558 0.034 -0.020 -0.087 0.04
H 3.81812 1.36464 4.05622 0.068 0.026 -0.029 0.09
H 6.20886 1.64023 3.50508 -0.005 -0.001 -0.015 0.11
H 7.03056 1.09074 1.23985 -0.018 -0.002 0.008 0.11
H 5.47427 0.25017 -0.47562 -0.009 0.001 0.027 0.11
H 2.17308 4.11959 0.02272 -0.050 -0.026 0.035 0.11
H 0.24408 4.23406 1.95879 0.025 -0.026 -0.047 0.11
H -1.54122 2.21933 2.97957 -0.033 0.057 0.027 0.11
H -2.15383 1.35673 1.56505 -0.093 0.004 0.035 0.07
H -2.23296 -0.12090 5.12430 0.038 0.010 0.001 0.11
H -1.82579 0.31673 7.51254 0.031 0.002 -0.015 0.11
H 0.43611 0.94008 8.29559 -0.006 0.001 -0.012 0.11
H 2.30034 1.12683 6.68305 -0.028 -0.010 -0.007 0.11
H 1.90440 0.68125 4.28542 -0.157 -0.040 0.147 0.06
H -0.39354 -2.61332 3.77560 -0.013 0.001 -0.017 0.12
H -1.85282 -4.58352 3.60164 -0.008 0.018 -0.017 0.12
H -3.99504 -4.44160 2.34763 0.021 0.017 0.013 0.12
H -4.68545 -2.29255 1.34120 0.057 0.010 0.017 0.12
H -3.30020 -0.29539 1.61780 0.023 -0.009 -0.043 0.07
S -2.61065 -1.68278 -4.62220 -0.110 -0.206 -0.070 0.01
Sb -1.54533 -0.13018 -3.22963 -0.174 0.339 -0.646 0.43
S 0.48047 -1.32782 -2.65610 -0.243 0.407 0.834 0.11
S -2.74845 -0.37485 -1.15821 0.664 0.043 0.346 0.07
C -2.32633 -4.48742 -2.01330 -0.021 -0.034 -0.067 -0.02
C -1.11702 -4.70355 -1.11297 -0.205 0.060 -0.022 -0.60
C -1.35015 -5.87446 -0.16084 -0.073 -0.076 -0.017 -0.03
C 0.14092 -4.93540 -1.93658 0.088 0.114 -0.025 -0.04
N -1.00736 -3.43255 -0.33317 0.246 0.364 0.237 -0.11
N 0.12372 -3.33881 0.54272 0.151 0.309 -0.282 0.00
H -2.45911 -5.34331 -2.67592 -0.028 0.016 0.034 0.10
H -2.18832 -3.59214 -2.62334 0.015 -0.037 0.003 0.03
H -3.24176 -4.36635 -1.42647 0.046 0.022 -0.020 0.10
H -1.40648 -6.80371 -0.72941 -0.018 0.013 0.028 0.10
H -2.28918 -5.75799 0.38720 0.041 0.003 -0.010 0.08
H -0.53448 -5.99280 0.55821 -0.008 0.000 -0.037 0.08
H -0.05228 -5.72889 -2.65742 0.016 -0.023 0.016 0.10
H 0.98421 -5.26422 -1.32202 -0.013 0.014 -0.018 0.09
H 0.42539 -4.03893 -2.48964 -0.030 -0.048 0.007 0.04
H -1.83872 -3.36076 0.25362 -0.027 -0.008 0.093 0.09
H 0.94665 -3.53939 -0.02316 0.041 -0.072 -0.012 0.08
H 0.08843 -4.02918 1.28593 0.027 0.094 0.222 0.10

---

15
Properties=species:S:1:pos:R:3:forces:R:3:lowdin_charge:R:1 method="wB97M-V/def2-TZVPD" orbital_gap_ha=0.375 homo_energy_ev=-9.34 energy_ev=-10775.2822 charge=0
C 0.34512 -0.84637 -1.27226 -1.025 -0.910 -1.936 -0.74
C -1.19879 0.37705 -0.33214 6.878 -3.203 0.862 -0.16
C 0.84473 0.82301 1.12242 1.728 2.903 -3.179 -0.18
C -0.38800 1.45610 1.62982 -1.556 -0.058 3.349 -0.12
H -0.51578 -2.45057 -2.16207 2.709 0.432 3.483 0.18
H 1.24663 -2.73437 -1.31992 -3.984 2.001 -0.143 0.18
H -2.05749 0.74712 -0.49210 -6.591 3.779 1.071 0.06
H 1.43133 0.17051 1.67154 0.964 -0.791 1.696 0.09
H 1.52131 1.33112 0.34586 -1.620 -0.725 0.911 0.14
H -1.00650 2.40420 1.19270 2.164 -2.363 1.117 0.16
H -0.53543 1.15796 2.77871 -0.203 1.390 -2.546 0.13
N 0.20018 -2.20796 -1.26150 0.683 -3.395 -3.142 0.08
N -0.86851 -0.16161 -1.40791 0.647 -1.421 -1.289 0.15
N -0.39694 0.21616 0.82971 -3.787 1.159 -0.526 -0.06
O 1.37811 -0.28234 -1.32285 2.994 1.203 0.273 0.07